Entry from the Open Molecules 2025 dataset: a molecular structure, C29H31IrN5O5PS (the ωB97M-V functional and the def2-TZVPD basis).

The geometry in XYZ format:
```
73
Properties=species:S:1:pos:R:3:mulliken_charge:R:1
Ir -0.34178 -0.62387 -0.78261 2.442
O 0.46044 3.29549 -1.52316 -0.599
C -0.08155 2.30673 -1.12483 0.310
O 0.25811 1.09130 -1.54828 -0.503
C -1.22578 2.37281 -0.11714 -0.689
P -1.90534 0.71272 0.08602 0.843
C -3.08083 0.50824 -1.24817 0.404
C -4.19549 1.29330 -1.51780 -0.417
C -4.87362 1.12464 -2.71779 -0.923
C -4.42193 0.20896 -3.65929 -0.565
C -3.28581 -0.55547 -3.41918 -1.311
C -2.63896 -0.40720 -2.20621 -0.396
C -2.58104 0.58921 1.74034 0.651
C -1.68591 0.52838 2.80873 -0.394
C -2.16618 0.51109 4.10883 -0.764
C -3.53455 0.55624 4.34524 -0.633
C -4.42750 0.61547 3.28333 -0.718
C -3.95556 0.63313 1.97831 -0.365
H -1.98429 3.06281 -0.48969 0.698
H -0.86776 2.77089 0.83199 0.567
H -4.52633 2.04633 -0.81277 0.526
H -5.74770 1.72532 -2.92895 0.475
H -4.94969 0.09736 -4.59668 0.436
H -2.92339 -1.25373 -4.16064 0.512
H -1.78772 -1.11888 -2.04273 0.747
H -0.61900 0.48568 2.62082 0.203
H -1.47477 0.46822 4.93964 0.479
H -3.90621 0.55104 5.36100 0.423
H -5.49197 0.65856 3.47039 0.462
H -4.65718 0.68539 1.15443 0.432
N -3.15647 -2.60975 0.40360 -0.356
N -2.28178 -3.52417 0.97736 -0.296
C -1.03173 -3.68382 0.53905 0.488
N -0.37445 -4.75988 0.94178 -0.346
N -0.50601 -2.75416 -0.29939 -0.172
N 0.59864 -3.10630 -1.02371 0.931
O 0.99289 -2.14694 -1.71920 -0.684
O 1.10975 -4.18986 -1.02943 -0.721
H -3.63315 -2.10583 1.14049 0.242
H -3.83569 -3.10247 -0.16879 0.278
H -2.63495 -4.19382 1.64764 0.194
H -0.83997 -5.46712 1.48799 0.216
H 0.54540 -4.95780 0.57842 0.192
O 0.95836 -0.49492 0.72908 -0.933
S 2.49028 -0.82494 0.89361 0.432
C 3.56854 -0.03164 -0.33827 -0.992
C 3.48733 -0.58712 -1.72642 0.086
C 2.84259 0.13242 -2.72573 -0.173
C 2.78686 -0.37794 -4.01489 -0.756
C 3.37862 -1.59827 -4.30810 -0.530
C 4.04257 -2.30733 -3.31553 -0.734
C 4.10113 -1.80030 -2.02784 -0.381
C 2.90796 0.16095 2.37447 -1.297
C 3.07931 1.63039 2.16784 -0.142
C 4.35585 2.18225 2.12804 -0.190
C 4.51972 3.54031 1.89808 -0.760
C 3.41114 4.35044 1.69885 -0.493
C 2.13474 3.80711 1.74641 -0.822
C 1.97250 2.45237 1.98757 0.769
H 4.52728 -0.30070 0.12539 0.776
H 3.43959 1.04818 -0.28685 0.549
H 2.40004 1.09379 -2.50534 0.417
H 2.29595 0.19040 -4.79378 0.478
H 3.34530 -1.98721 -5.31711 0.441
H 4.52975 -3.24412 -3.54984 0.450
H 4.63530 -2.34619 -1.25744 0.430
H 3.81993 -0.31468 2.74252 0.636
H 2.10283 -0.09731 3.06455 0.498
H 5.22454 1.55244 2.28267 0.421
H 5.51380 3.96534 1.87367 0.417
H 3.54058 5.40776 1.51283 0.423
H 1.27235 4.44068 1.58810 0.414
H 0.98202 2.01958 2.04451 0.266
```

## Properties
Kohn-Sham gap (eV): 7.136
Net charge: +2
Total energy (eV): -71209.5737

Entry from the Open Molecules 2025 dataset: a molecular structure, C19H42NO2P3SZr (the ωB97M-V functional and the def2-TZVPD basis).

The geometry in XYZ format:
```
69
Properties=species:S:1:pos:R:3:nbo_charge:R:1
Zr 0.17865 0.08880 0.05360 1.424
P -1.82720 1.77071 0.14136 0.930
P -1.82009 -1.43549 1.84172 0.871
P 2.25615 2.00061 -0.44966 0.888
H -2.24646 -3.69756 -0.46123 0.225
C -1.53020 -3.30844 -1.16907 -0.293
C -0.17855 -3.26913 -0.92806 -0.425
H 0.25423 -3.12244 0.10068 0.197
C -3.04086 1.73135 -1.20831 -0.943
C -2.82411 1.94391 1.65190 -0.923
C -1.18584 3.47013 0.10712 -0.938
C -1.52979 -3.16843 2.36940 -0.923
C -2.21247 -0.80678 3.51488 -0.940
C -3.49087 -1.52636 1.09191 -0.926
C 3.97182 1.49847 -0.80891 -0.921
C 2.37483 2.88958 1.13882 -0.914
C 2.03251 3.33469 -1.68789 -0.934
H -1.93662 -2.96536 -2.12667 0.222
H 0.53198 -2.92465 -1.70709 0.185
H -3.81238 2.48624 -1.01364 0.288
H -3.49508 0.73315 -1.26101 0.263
H -2.52437 1.93789 -2.15497 0.257
H -3.39871 2.87052 1.56084 0.290
H -2.16562 2.02542 2.52324 0.261
H -3.51757 1.11294 1.79481 0.256
H -2.05292 4.13316 0.06524 0.293
H -0.54635 3.66728 -0.75296 0.247
H -0.63018 3.67965 1.02742 0.260
H -2.51161 -3.64219 2.51897 0.278
H -0.97969 -3.17109 3.32518 0.242
H -0.96148 -3.72593 1.61863 0.246
H -3.23412 -1.12574 3.75781 0.283
H -2.16383 0.28280 3.57096 0.243
H -1.52963 -1.22633 4.26342 0.237
H -4.07940 -2.31971 1.57185 0.278
H -3.37007 -1.75171 0.02932 0.242
H -4.00244 -0.56720 1.20572 0.244
H 4.46269 2.28329 -1.40245 0.291
H 3.90202 0.57870 -1.40887 0.246
H 4.52833 1.32013 0.12026 0.273
H 3.22567 3.58092 1.14986 0.293
H 2.48385 2.17281 1.96330 0.225
H 1.45056 3.43661 1.35322 0.262
H 2.78636 3.25167 -2.47754 0.282
H 2.15326 4.31657 -1.21648 0.293
H 1.05385 3.23855 -2.16803 0.238
C 0.91327 -0.71467 -3.48697 -0.196
C 0.39863 -0.30063 -4.74262 -0.106
C 0.63572 -1.06409 -5.86303 -0.199
C 1.41792 -2.23562 -5.74833 0.043
C 1.94033 -2.63483 -4.51848 -0.160
C 1.73607 -1.85469 -3.36188 -0.163
S 0.49790 0.53959 -2.40635 0.314
H -1.36047 0.02785 -0.80398 -0.206
H -0.13947 0.65798 -4.80485 0.261
H 0.24100 -0.68664 -6.81120 0.291
H 1.65634 -2.81408 -6.63632 0.284
H 2.54616 -3.55288 -4.43242 0.287
H 2.21633 -2.06837 -2.40037 0.249
N 2.48264 -1.25912 4.04768 -0.660
C 1.67086 -0.04217 3.87207 -0.352
C 1.20389 -0.11361 2.49991 0.777
O 0.43562 0.84820 2.11212 -0.725
O 1.58379 -1.04340 1.71663 -0.703
H 1.83762 -2.04380 4.18737 0.459
H 3.05528 -1.13614 4.87816 0.473
H 3.07535 -1.46274 3.21937 0.475
H 0.79700 0.03566 4.53138 0.298
H 2.30998 0.83624 3.92353 0.284
```

## Properties
Kohn-Sham gap (spin up / spin down) (eV): 4.884 / 4.886
Net charge: +4
Total energy (eV): -65909.8193

Entry from the Open Molecules 2025 dataset: a molecular structure, C52H43N5O2PtS (the ωB97M-V functional and the def2-TZVPD basis).

The geometry in XYZ format:
```
104
Properties=species:S:1:pos:R:3:mulliken_charge:R:1
Pt 0.04086 -0.55252 -1.25990 6.158
O 1.94463 -0.60833 -0.62924 -0.212
C 2.98876 0.28472 -0.95418 1.573
C 2.86168 0.70934 -2.43625 -0.969
C 1.76936 1.71319 -2.65512 -0.221
C 2.05520 3.03899 -2.93857 -0.825
C 1.01758 3.94050 -3.08944 -0.977
C -0.28576 3.48870 -2.97704 -0.716
C -0.51407 2.14929 -2.71677 -0.671
C -1.89801 1.58943 -2.60764 -1.669
C -2.33427 1.39234 -1.14047 2.709
O -1.42254 0.55877 -0.44460 -2.108
C -2.40736 2.75259 -0.44747 -0.394
C -1.66538 3.02610 0.69115 0.525
C -1.72167 4.28367 1.28131 -0.809
C -2.52403 5.27499 0.74242 -0.707
C -3.29103 4.99823 -0.38267 -0.853
C -3.23762 3.74468 -0.96735 -0.542
C -3.70158 0.70593 -1.05087 -0.213
C -4.47834 0.37816 -2.15551 -0.136
C -5.68920 -0.29463 -2.00081 -0.852
C -6.13822 -0.64169 -0.73930 -0.703
C -5.37617 -0.30163 0.37461 -0.904
C -4.17548 0.36630 0.21772 -0.411
N 0.50139 1.28511 -2.55059 -0.426
C 4.26985 -0.51202 -0.69415 -0.313
C 4.53312 -0.89765 0.62086 -0.356
C 5.63796 -1.67084 0.92679 -0.963
C 6.50657 -2.07584 -0.08170 -0.549
C 6.25312 -1.70280 -1.38952 -1.117
C 5.13666 -0.92823 -1.69488 -0.180
C 2.96115 1.52676 -0.06747 -0.318
C 4.03859 2.41069 -0.11651 -0.708
C 4.03455 3.57415 0.63247 -0.896
C 2.95640 3.86496 1.46078 -0.849
C 1.89267 2.98218 1.52855 -0.691
C 1.89246 1.81884 0.76535 0.836
H 2.63848 -0.17813 -3.03371 0.453
H 3.80391 1.12817 -2.78520 0.990
H 3.08581 3.35152 -3.02993 0.498
H 1.22122 4.98189 -3.29964 0.473
H -1.12562 4.15869 -3.09577 0.531
H -1.90699 0.62682 -3.11790 0.590
H -2.60067 2.24373 -3.11913 1.175
H -1.03193 2.25417 1.10572 0.108
H -1.13293 4.49200 2.16575 0.438
H -2.56443 6.25432 1.19974 0.428
H -3.93954 5.75813 -0.79803 0.453
H -3.87312 3.53379 -1.82045 0.377
H -4.16481 0.64801 -3.15622 0.405
H -6.28172 -0.53586 -2.87352 0.483
H -7.08480 -1.15078 -0.61837 0.452
H -5.73542 -0.54461 1.36656 0.460
H -3.59807 0.66203 1.08669 0.642
H 3.86601 -0.56446 1.40855 0.500
H 5.83789 -1.94928 1.95368 0.442
H 7.37826 -2.67052 0.15594 0.447
H 6.92674 -2.00491 -2.18054 0.469
H 4.96418 -0.66132 -2.72961 0.432
H 4.89778 2.17684 -0.73574 0.434
H 4.87537 4.25289 0.57772 0.483
H 2.95419 4.77112 2.05185 0.441
H 1.05373 3.19801 2.17847 0.520
H 1.04883 1.14188 0.82249 -0.159
N -1.80292 -1.70309 -2.37348 -0.561
C -1.63660 -3.08642 -2.08534 -0.500
C -2.65384 -3.94500 -1.78586 -0.610
C -2.37801 -5.31477 -1.56481 -0.998
C -1.10695 -5.80195 -1.67170 -0.847
C -0.03041 -4.92176 -1.94488 0.956
C 1.31962 -5.32832 -2.05891 -0.803
C 2.28849 -4.39169 -2.28313 -1.026
C 1.92837 -3.03154 -2.33930 0.030
N 0.68302 -2.62008 -2.25573 -0.297
C -0.29970 -3.55283 -2.10687 1.065
H -1.52747 -1.51137 -3.33251 0.361
H -2.75260 -1.37334 -2.22021 -0.233
H -3.67612 -3.58630 -1.75340 0.628
H -3.19789 -5.98487 -1.34584 0.433
H -0.90677 -6.85871 -1.55210 0.456
H 1.57047 -6.37769 -1.96515 0.472
H 3.32887 -4.66510 -2.38708 0.515
H 2.69322 -2.27118 -2.42194 0.354
S 0.04122 -2.44966 5.17009 0.125
C -0.10077 -2.23050 3.46181 0.784
C 0.98084 -2.59512 2.65120 -0.972
C 0.85308 -2.37848 1.29070 -0.616
N -0.26251 -1.88084 0.75053 -0.223
C -1.31351 -1.59099 1.52147 -0.948
C -1.28154 -1.72912 2.89653 -0.737
C -0.68616 -0.95838 5.78878 0.260
C 0.08995 0.19137 5.71482 -0.099
C -0.48514 1.35480 6.21442 -0.499
N -1.70669 1.40783 6.72966 -0.477
C -2.41668 0.28755 6.80167 -0.415
C -1.95378 -0.94314 6.34961 -0.061
H 1.89701 -2.99853 3.06018 0.517
H 1.67365 -2.57495 0.61301 0.481
H -2.18440 -1.19422 1.01546 0.651
H -2.13646 -1.45169 3.49656 0.594
H 1.09090 0.19866 5.30543 0.444
H 0.07221 2.28383 6.18668 0.426
H -3.40224 0.36645 7.24453 0.398
H -2.55588 -1.83539 6.45164 0.461
```

## Properties
Kohn-Sham gap (spin up / spin down) (eV): 6.779 / 2.995
Net charge: +2
Multiplicity: 5
Total energy (eV): -80232.8615
Expectation value of S²: 6.03

Entry from the Open Molecules 2025 dataset: a single C5H8N2 molecule (the ωB97M-V functional and the def2-TZVPD basis).

The geometry in XYZ format:
```
15
Properties=species:S:1:pos:R:3:nbo_charge:R:1
C -1.09421 -1.98445 1.04210 -0.624
C -0.27810 -0.93629 0.34663 -0.135
C 0.76416 -1.13053 -0.58547 -0.064
N 1.23799 0.01442 -1.05687 -0.265
N 0.52237 0.95964 -0.43625 -0.161
C 0.71985 2.34994 -0.78536 -0.406
C -0.39339 0.43727 0.41571 -0.059
H -1.05441 -2.92482 0.48235 0.219
H -2.14640 -1.68808 1.10739 0.217
H -0.74446 -2.18845 2.06107 0.216
H 1.18374 -2.06678 -0.93470 0.205
H -0.24384 2.81795 -1.01665 0.205
H 1.35326 2.36428 -1.67363 0.235
H 1.21114 2.90190 0.02316 0.203
H -1.03771 1.07401 1.01052 0.214
```

## Properties
Kohn-Sham gap (eV): 9.855
Structure (SMILES): Cc1cnn(C)c1
Total energy (eV): -8294.4212

In order of appearance, ΔE to the lowest compared entry with this formula, charge and spin = 10.9 27.4 10.6 13.3 kcal/mol.